[1]
Formula: C26H37HfN6O5SSe2
Source: the OMol25 dataset
Level of theory: wB97M-V/def2-TZVPD

Calculated values
- Kohn-Sham gap: 6.620 eV
- Charge: +1
- E_LUMO: -3.07 eV

Last column: Löwdin charge in e.
Atoms and positions in Å:
Hf  -0.47  -0.41  0.48  1.41
C  4.99  1.23  1.52  -0.01
N  3.65  0.98  2.04  -0.12
C  3.43  1.26  3.45  0.00
C  2.67  0.50  1.30  -0.38
O  1.52  0.33  1.73  -0.17
C  2.88  0.13  -0.15  -0.09
O  1.81  -0.71  -0.50  -0.30
C  2.14  -2.07  -0.67  -0.14
C  0.82  -2.72  -1.03  -0.42
O  -0.21  -2.03  -0.92  -0.16
N  0.81  -3.98  -1.39  -0.08
C  2.06  -4.73  -1.56  0.00
C  -0.44  -4.66  -1.74  0.02
H  5.39  2.12  2.00  0.10
H  4.96  1.43  0.45  0.09
H  5.66  0.39  1.72  0.11
H  3.37  2.34  3.62  0.10
H  4.27  0.87  4.03  0.10
H  2.52  0.78  3.78  0.09
H  3.84  -0.36  -0.35  0.14
H  2.83  1.02  -0.78  0.15
H  2.52  -2.51  0.26  0.15
H  2.86  -2.18  -1.48  0.12
H  2.64  -4.73  -0.64  0.10
H  2.64  -4.32  -2.38  0.11
H  1.80  -5.76  -1.80  0.10
H  -1.27  -3.99  -1.52  0.08
H  -0.53  -5.56  -1.14  0.11
H  -0.43  -4.91  -2.80  0.11
N  -0.83  -1.28  -4.31  0.05
C  -0.14  -0.50  -3.41  -0.93
S  1.57  -0.53  -3.53  0.58
N  -0.93  0.18  -2.62  0.01
N  -0.39  0.81  -1.50  -0.08
C  -0.36  2.10  -1.48  -0.18
C  -0.53  2.95  -2.67  -0.18
C  -1.57  3.88  -2.71  -0.04
C  -1.75  4.67  -3.83  -0.07
C  -0.89  4.54  -4.92  -0.07
C  0.14  3.61  -4.88  -0.06
C  0.32  2.81  -3.77  -0.03
C  -0.19  2.73  -0.14  -0.20
C  0.01  4.10  0.01  0.02
C  0.07  4.62  1.29  -0.02
C  -0.06  3.78  2.37  -0.02
C  -0.21  2.42  2.15  -0.12
N  -0.28  1.91  0.92  -0.06
H  -0.32  -1.49  -5.16  0.06
H  -1.81  -1.06  -4.41  0.09
H  -2.25  3.98  -1.87  0.12
H  -2.56  5.39  -3.87  0.11
H  -1.03  5.16  -5.79  0.11
H  0.80  3.51  -5.73  0.11
H  1.10  2.05  -3.74  0.05
H  0.10  4.72  -0.87  0.12
H  0.20  5.69  1.43  0.12
H  -0.03  4.15  3.39  0.12
H  -0.26  1.72  2.97  0.12
O  -3.73  -1.30  4.93  -0.05
C  -4.07  -2.01  3.74  -0.22
C  -2.93  -1.82  2.72  -0.56
C  -3.37  -2.56  1.47  -0.24
O  -2.33  -2.56  0.50  -0.20
C  -1.68  -2.48  3.31  -0.49
Se  0.08  -2.10  2.49  0.65
C  -2.74  -0.30  2.49  -0.50
Se  -2.96  0.41  0.63  0.66
H  -4.46  -1.38  5.55  0.10
H  -5.00  -1.62  3.31  0.14
H  -4.20  -3.08  3.95  0.13
H  -4.27  -2.09  1.06  0.11
H  -3.61  -3.60  1.73  0.14
H  -2.73  -2.45  -0.37  0.08
H  -1.82  -3.56  3.34  0.07
H  -1.55  -2.13  4.34  0.06
H  -1.78  0.01  2.93  0.02
H  -3.48  0.27  3.05  0.06

[2]
Formula: C20H36AuBrN3O2Si4
Source: the OMol25 dataset
Level of theory: wB97M-V/def2-TZVPD

Calculated values
- Kohn-Sham gap (spin up / spin down): 5.222 / 5.219 eV
- Charge: +1
- E_LUMO (spin up / spin down): -5.25 / -5.25 eV

Last column: Löwdin charge in e.
Atoms and positions in Å:
Au  0.44  -0.72  0.56  0.88
O  0.34  -1.73  -1.47  -0.24
N  0.82  -2.93  -1.49  0.00
N  1.13  -3.51  -0.42  -0.23
O  0.99  -3.01  0.77  -0.19
C  1.70  -4.80  -0.53  -0.17
C  2.16  -5.45  0.60  -0.01
C  2.74  -6.71  0.47  -0.06
C  2.85  -7.30  -0.77  -0.07
C  2.37  -6.65  -1.90  -0.06
C  1.79  -5.40  -1.79  -0.01
H  2.08  -4.97  1.56  0.11
H  3.11  -7.22  1.35  0.11
H  3.31  -8.28  -0.87  0.11
H  2.44  -7.11  -2.87  0.11
H  1.41  -4.88  -2.65  0.11
Br  1.08  0.29  7.40  0.82
C  1.01  0.03  5.52  -0.65
C  0.74  -1.23  5.00  -0.07
C  0.70  -1.36  3.62  -0.11
N  0.90  -0.34  2.80  -0.03
C  1.16  0.86  3.31  -0.13
C  1.23  1.10  4.66  -0.07
H  0.58  -2.07  5.65  0.12
H  0.51  -2.31  3.14  0.11
H  1.33  1.65  2.59  0.08
H  1.45  2.08  5.05  0.12
C  -3.86  0.68  0.84  -0.21
Si  -2.51  2.02  0.88  0.40
C  -1.92  2.22  2.69  -0.24
C  -3.20  3.72  0.35  -0.19
Si  -0.52  1.31  -0.30  0.45
Si  -1.61  0.80  -2.82  0.56
C  -0.18  0.39  -3.98  -0.20
C  -2.52  2.43  -3.20  -0.19
C  -2.70  -0.69  -2.39  -0.22
Si  1.23  2.83  -0.96  0.38
C  0.55  4.45  -1.70  -0.19
C  2.22  3.30  0.61  -0.24
C  2.44  2.02  -2.19  -0.21
H  -4.48  0.73  1.73  0.03
H  -3.44  -0.32  0.80  0.02
H  -4.53  0.79  -0.01  0.02
H  -2.73  2.57  3.33  0.03
H  -1.11  2.93  2.77  0.02
H  -1.58  1.27  3.10  0.00
H  -3.96  4.05  1.05  0.04
H  -3.66  3.71  -0.64  0.01
H  -2.42  4.47  0.33  0.02
H  0.40  1.26  -4.25  0.01
H  -0.54  -0.07  -4.89  0.03
H  0.48  -0.33  -3.50  0.01
H  -1.86  3.29  -3.12  0.01
H  -3.35  2.59  -2.52  0.01
H  -2.91  2.42  -4.21  0.04
H  -2.08  -1.46  -1.94  0.01
H  -3.16  -1.10  -3.28  0.03
H  -3.49  -0.44  -1.69  0.00
H  -0.17  4.92  -1.04  0.02
H  0.06  4.28  -2.66  0.01
H  1.35  5.16  -1.87  0.04
H  1.59  3.76  1.36  0.02
H  3.00  4.02  0.36  0.03
H  2.72  2.44  1.04  0.01
H  2.17  2.22  -3.22  0.02
H  2.47  0.94  -2.06  0.02
H  3.45  2.39  -2.05  0.03

[3]
Formula: C10H17AsN2OS4V
Source: the OMol25 dataset
Level of theory: wB97M-V/def2-TZVPD

Calculated values
- Multiplicity: 3
- <S²>: 2.033
- Kohn-Sham gap (spin up / spin down): 3.683 / 3.684 eV
- Charge: -1
- E_LUMO (spin up / spin down): 0.51 / 0.51 eV

Last column: Mulliken spin population.
Atoms and positions in Å:
V  -0.45  0.16  0.59  2.18
S  -1.17  4.61  0.59  0.00
As  -2.15  3.03  0.59  0.01
S  -1.36  1.73  2.18  -0.02
S  -1.36  1.73  -1.00  -0.06
S  -4.39  3.34  0.59  0.01
O  1.04  0.16  1.88  0.01
H  0.62  0.45  2.73  0.00
H  1.60  0.92  1.60  0.00
N  -4.90  -1.34  2.85  0.00
C  -3.47  -1.74  2.90  0.01
C  -2.64  -0.86  1.95  -0.04
N  -1.23  -1.18  1.93  0.02
H  -5.47  -1.92  3.48  0.00
H  -5.29  -1.44  1.91  0.00
H  -5.03  -0.36  3.14  0.00
H  -3.43  -2.79  2.61  0.00
H  -3.15  -1.63  3.94  0.00
H  -2.76  0.19  2.24  -0.01
H  -3.03  -0.95  0.93  0.01
H  -1.05  -2.16  1.59  0.01
H  -0.77  -1.04  2.87  0.01
C  1.13  0.16  -0.78  -0.12
C  2.03  0.16  -1.56  0.06
C  3.11  0.16  -2.50  -0.01
C  3.88  1.31  -2.68  0.01
C  4.94  1.31  -3.60  0.00
C  5.23  0.16  -4.33  0.01
C  4.46  -0.99  -4.15  -0.01
C  3.41  -1.00  -3.23  0.01
H  3.67  2.22  -2.12  0.00
H  5.54  2.21  -3.74  0.00
H  6.05  0.16  -5.04  0.00
H  4.69  -1.89  -4.72  0.00
H  2.82  -1.90  -3.10  0.00
H  -1.11  -0.99  -0.56  -0.10

[4]
Formula: C15H25KN4O2
Source: the OMol25 dataset
Level of theory: wB97M-V/def2-TZVPD

Calculated values
- Kohn-Sham gap: 6.614 eV
- Charge: 0
- E_LUMO: 0.11 eV

Last column: Löwdin charge in e.
Atoms and positions in Å:
K  -0.16  -0.10  1.85  0.78
C  -0.86  -2.82  -0.04  -0.09
N  -0.39  -1.55  -0.58  -0.31
C  -1.39  -1.00  -1.49  -0.10
C  0.89  -1.72  -1.26  -0.20
C  2.08  -1.78  -0.30  -0.19
N  2.45  -0.47  0.24  -0.29
C  3.27  -0.63  1.44  -0.10
C  3.19  0.31  -0.74  -0.12
H  -1.05  -3.55  -0.85  0.09
H  -1.78  -2.67  0.52  0.08
H  -0.14  -3.24  0.65  0.07
H  -1.58  -1.67  -2.34  0.09
H  -1.05  -0.04  -1.88  0.07
H  -2.33  -0.85  -0.95  0.09
H  1.02  -0.88  -1.95  0.10
H  0.88  -2.63  -1.88  0.13
H  2.93  -2.24  -0.82  0.13
H  1.83  -2.43  0.54  0.11
H  4.23  -1.13  1.21  0.09
H  2.74  -1.22  2.18  0.06
H  3.50  0.35  1.85  0.09
H  4.14  -0.17  -1.00  0.09
H  3.40  1.30  -0.35  0.09
H  2.62  0.43  -1.67  0.06
C  -2.53  -2.64  3.50  -0.21
O  -1.35  -1.94  3.19  -0.42
C  -0.07  -2.84  3.38  -0.23
O  0.89  -2.16  3.09  -0.21
H  -3.07  -2.15  4.32  0.07
H  -2.29  -3.66  3.81  0.06
H  -3.20  -2.70  2.63  0.06
N  -2.83  3.72  -0.16  0.12
C  -2.70  2.76  0.80  -0.16
N  -1.62  2.04  0.67  0.06
C  -0.98  2.56  -0.46  -0.25
C  0.22  2.17  -1.05  -0.03
C  0.63  2.86  -2.17  -0.08
C  -0.13  3.92  -2.70  -0.09
C  -1.32  4.31  -2.12  -0.02
C  -1.73  3.61  -0.99  -0.20
H  -3.58  4.38  -0.24  0.16
H  -3.44  2.64  1.57  0.13
H  0.79  1.35  -0.64  0.08
H  1.56  2.59  -2.66  0.10
H  0.22  4.43  -3.58  0.10
H  -1.90  5.13  -2.53  0.11

[5]
Formula: C5H12N2
Source: the OMol25 dataset
Level of theory: wB97M-V/def2-TZVPD

Calculated values
- Kohn-Sham gap: 7.996 eV
- Charge: 0
- E_LUMO: 1.02 eV

Last column: Löwdin charge in e.
Atoms and positions in Å:
C  2.23  0.18  2.01  -0.14
C  0.95  -0.29  1.31  -0.22
C  0.40  0.75  0.11  -0.15
C  -0.41  0.01  -0.86  -0.26
C  -1.88  0.16  -0.84  -0.29
N  -2.86  -0.14  -1.78  0.02
N  -0.19  -0.97  -1.93  0.07
H  2.69  -0.63  2.64  0.08
H  2.15  1.05  2.69  0.07
H  2.97  0.43  1.25  0.06
H  0.18  -0.53  2.04  0.09
H  1.14  -1.13  0.68  0.07
H  -0.04  1.59  0.63  0.09
H  1.40  1.29  -0.19  0.13
H  -2.31  0.84  -0.16  0.10
H  -2.35  -0.88  -1.03  0.10
H  -3.85  -0.19  -1.60  0.07
H  -0.91  -0.69  -2.59  0.06
H  0.68  -0.85  -2.36  0.05

[6]
Formula: C5H6O
Source: the OMol25 dataset
Level of theory: wB97M-V/def2-TZVPD

Calculated values
- SMILES: C#CCCC=O
- Kohn-Sham gap: 10.808 eV
- Charge: 0
- E_LUMO: 0.91 eV

Last column: Löwdin charge in e.
Atoms and positions in Å:
O  0.90  -1.74  1.85  0.05
C  0.01  -0.92  1.89  -0.26
C  -0.42  -0.06  0.73  -0.17
C  0.48  -0.22  -0.50  -0.22
C  0.05  0.63  -1.62  -0.15
C  -0.18  1.45  -2.46  0.11
H  -0.56  -0.76  2.83  0.12
H  -0.47  0.98  1.06  0.12
H  -1.46  -0.34  0.50  0.13
H  1.51  0.11  -0.29  0.13
H  0.56  -1.28  -0.77  0.12
H  -0.43  2.15  -3.22  0.02